# 1
This record from the OMol25 dataset describes 14 unconnected molecules or ions with the total composition C18H64N6O14 in a non-equilibrium geometry. The level of theory is ωB97M-V/def2-TZVPD.

```
102
Properties=species:S:1:pos:R:3:mulliken_charge:R:1
C 0.351 0.585 0.430 1.4784
C -0.314 -0.209 -0.758 -0.3397
O -1.307 0.556 -1.378 -0.6025
H -0.195 0.589 1.385 0.1247
H 0.488 1.649 0.135 -0.1673
H 1.326 0.159 0.588 -0.4967
H -0.829 -1.071 -0.378 -0.0970
H 0.437 -0.351 -1.443 0.0577
H -1.634 1.254 -0.760 0.0300
C -2.901 -4.149 -0.192 -0.4026
C -3.081 -5.633 0.080 -0.5621
O -1.986 -6.361 -0.213 -0.5087
H -2.058 -3.640 0.338 -0.2244
H -3.839 -3.671 0.124 0.4316
H -2.639 -3.982 -1.225 0.3575
H -3.989 -5.987 -0.418 0.3225
H -3.229 -5.793 1.150 0.3565
H -2.195 -7.294 0.032 0.2952
C 0.506 5.027 3.794 -1.0098
C 0.675 3.575 4.029 -0.4506
O -0.270 2.933 3.249 -0.2350
H 0.505 5.389 2.783 0.2411
H 1.160 5.740 4.367 0.3169
H -0.524 5.236 3.974 0.3626
H 0.773 3.217 5.099 0.3925
H 1.613 3.201 3.565 0.2830
H -1.154 2.870 3.578 0.2132
C 0.271 -3.268 -2.185 0.9403
C 0.631 -4.628 -1.656 -0.4289
O -0.243 -5.689 -2.054 -0.6258
H 0.527 -3.216 -3.269 0.3018
H 0.780 -2.443 -1.693 -0.5276
H -0.771 -3.306 -1.892 -0.5026
H 0.517 -4.493 -0.534 -0.0010
H 1.700 -4.843 -1.804 0.3820
H -0.874 -5.823 -1.324 0.3863
C 2.893 3.007 0.778 0.3395
O 3.281 1.828 1.304 -0.4504
N 1.893 3.798 1.055 0.0656
N 3.408 3.433 -0.367 -0.5920
H 1.210 3.532 1.783 -0.3926
H 1.856 4.792 0.704 0.2357
H 4.228 2.885 -0.784 0.4114
H 3.334 4.377 -0.813 0.1499
C 2.918 0.021 -1.767 0.1637
O 2.515 -1.032 -2.604 -0.7026
N 2.497 1.288 -1.871 -0.1260
N 3.791 -0.127 -0.811 -0.1356
H 1.740 1.340 -2.587 0.3439
H 2.752 2.139 -1.292 0.2489
H 4.033 -1.087 -0.817 0.2938
H 3.985 0.422 -0.026 0.1185
C 0.107 1.294 -4.506 0.2548
O -0.587 0.131 -4.932 -0.6959
N 0.169 1.683 -3.245 -0.5452
N 0.711 2.080 -5.331 -0.3453
H -0.424 1.162 -2.512 0.3856
H 0.484 2.580 -2.928 0.3136
H 0.447 1.956 -6.298 0.3165
H 1.249 2.903 -5.052 0.1726
C -1.898 3.550 -0.261 -0.0752
O -2.238 2.320 0.412 -0.3823
H -0.912 3.726 0.109 -0.2237
H -2.495 4.414 0.050 0.3858
H -1.862 3.332 -1.362 0.1037
H -2.231 2.364 1.385 0.2192
C 4.571 -1.115 2.145 -0.4844
O 5.303 -0.778 3.286 -0.5318
H 5.119 -0.902 1.248 0.4594
H 3.584 -0.681 2.254 -0.1357
H 4.584 -2.178 2.281 0.4179
H 6.207 -0.872 2.977 0.3071
C 1.810 0.326 3.999 -0.4016
O 0.711 -0.445 4.073 -0.4967
H 2.739 -0.284 4.156 0.1869
H 1.913 1.089 4.753 0.3630
H 1.854 0.683 2.999 -0.0402
H -0.026 0.106 4.384 0.3221
C -3.446 1.565 -4.251 0.0569
O -4.240 0.773 -5.067 -0.5546
H -2.488 1.685 -4.826 0.0519
H -3.383 1.073 -3.288 -0.3151
H -3.924 2.541 -4.267 0.3249
H -4.075 0.847 -5.970 0.2993
C -4.176 0.122 -0.863 0.0355
O -4.509 -0.642 -2.006 -0.5539
H -3.614 -0.524 -0.181 -0.1758
H -5.163 0.215 -0.314 0.3750
H -3.939 1.177 -0.964 0.1497
H -3.930 -0.534 -2.737 0.2979
C -2.379 -1.315 2.062 0.3156
O -3.350 -0.775 2.870 -0.5596
H -1.505 -1.706 2.592 0.5809
H -2.006 -0.599 1.377 -0.6982
H -3.046 -2.060 1.515 -0.0095
H -3.040 -0.935 3.757 0.3595
C 1.249 -2.393 1.438 0.5631
O 1.845 -3.346 2.286 -0.6533
H 0.352 -2.780 0.938 -0.2507
H 1.925 -2.024 0.674 0.3997
H 1.162 -1.478 1.937 -0.3246
H 2.224 -4.073 1.794 0.3719
```

## Properties
**Energy above the lowest of the compared OMol25 structures with the same formula, charge and spin**: 404.4 kJ/mol
**E_LUMO**: -0.621 eV
**F_max**: 8.3 eV/Å

# 2
This record from the OMol25 dataset describes a molecular structure, C50H78AsBN10O3PRuSi3 in a non-equilibrium geometry. The level of theory is ωB97M-V/def2-TZVPD.

```
148
Properties=species:S:1:pos:R:3:mulliken_charge:R:1
Ru 0.018 -0.398 0.443 2.9912
C -8.329 0.965 0.418 -1.1490
O -6.987 0.678 0.718 -0.2867
C -6.676 -0.617 1.059 0.3254
C -7.526 -1.696 0.896 -0.5291
C -7.127 -2.969 1.283 -0.9395
C -5.880 -3.163 1.838 -0.8831
C -5.017 -2.092 1.996 -0.2296
C -5.391 -0.815 1.604 0.9561
N -4.554 0.281 1.771 -0.2903
C -3.145 0.122 1.732 -1.8727
N -2.651 -0.053 2.969 0.4277
C -1.366 -0.346 3.452 -0.7071
C -0.295 -0.732 2.651 1.1026
C 0.925 -0.969 3.292 -0.3747
C 1.070 -0.851 4.660 -1.5726
C -0.010 -0.482 5.451 -0.7193
C -1.230 -0.230 4.856 1.6561
O -2.368 0.152 5.536 -0.4036
C -2.263 0.411 6.915 -1.0140
N -2.440 0.100 0.650 2.1206
C -3.009 0.154 -0.622 -1.2503
C -2.501 -0.734 -1.572 -0.3562
C -3.090 -0.891 -2.810 -0.5164
C -4.195 -0.124 -3.139 -1.3388
C -4.619 0.871 -2.275 -0.4386
C -4.013 1.056 -1.039 0.7139
O -4.314 2.097 -0.206 -0.2477
C -5.053 3.180 -0.726 -1.0556
H -8.391 2.047 0.318 0.2819
H -8.988 0.642 1.230 0.4253
H -8.645 0.495 -0.518 0.3972
H -8.501 -1.563 0.456 0.4594
H -7.808 -3.796 1.152 0.3969
H -5.569 -4.151 2.139 0.3949
H -4.042 -2.239 2.433 0.5112
H -4.890 1.097 1.263 0.4165
H -3.325 0.093 3.712 0.5144
H 1.804 -1.220 2.709 0.2954
H 2.027 -1.038 5.124 0.5152
H 0.124 -0.382 6.517 0.4881
H -2.021 -0.494 7.483 0.3485
H -3.245 0.769 7.221 0.2740
H -1.517 1.185 7.122 0.3918
H -1.616 -1.312 -1.291 0.0585
H -2.712 -1.622 -3.508 0.8637
H -4.706 -0.268 -4.081 0.4179
H -5.438 1.509 -2.563 0.5797
H -4.904 3.998 -0.022 0.3037
H -6.116 2.933 -0.796 0.1984
H -4.673 3.478 -1.706 0.2915
B 3.530 1.150 1.275 -0.0978
N 3.254 0.066 0.195 -0.1550
C 4.235 -0.675 -0.334 -1.2614
C 3.719 -1.421 -1.380 -0.8841
C 2.377 -1.059 -1.423 -1.7649
N 2.124 -0.164 -0.462 1.0421
N 2.244 1.735 1.901 -0.5421
C 2.257 2.646 2.879 -0.7311
C 0.954 3.027 3.150 -1.5534
C 0.193 2.277 2.263 -0.8954
N 0.994 1.515 1.520 2.2188
H 4.106 2.048 0.733 -0.1386
H 4.170 0.635 2.142 -0.1782
H 5.229 -0.642 0.062 0.6314
H 4.234 -2.134 -1.992 0.6146
H 1.588 -1.361 -2.097 1.0456
H 3.174 2.980 3.318 0.5126
H 0.600 3.726 3.878 0.5835
H -0.873 2.256 2.127 0.4971
C 2.581 -3.408 1.295 -1.5195
C 1.160 -3.930 1.515 1.1335
C 1.219 -5.433 1.772 -1.8319
P 0.038 -3.266 0.156 -0.2780
C -1.728 -3.461 0.838 1.5543
C -1.941 -4.387 2.031 -1.9302
C -2.782 -3.750 -0.236 -1.2086
C 0.151 -4.517 -1.266 1.3202
C -0.353 -5.941 -1.035 -1.7140
C 1.568 -4.565 -1.835 -1.4860
H 3.169 -3.534 2.203 0.5232
H 2.567 -2.352 1.034 -0.2997
H 3.086 -3.946 0.497 0.2873
H 0.762 -3.430 2.408 0.1497
H 1.793 -5.937 0.999 0.3142
H 0.238 -5.890 1.836 0.3136
H 1.731 -5.604 2.718 0.4916
H -1.907 -2.435 1.199 -0.5742
H -1.826 -5.434 1.762 0.4105
H -2.959 -4.258 2.394 0.3305
H -1.270 -4.149 2.851 0.3129
H -2.521 -3.317 -1.196 0.0542
H -3.737 -3.320 0.066 -0.1535
H -2.932 -4.818 -0.369 0.6329
H -0.491 -4.054 -2.028 0.1050
H 0.410 -6.557 -0.571 0.3109
H -0.600 -6.393 -1.995 0.4387
H -1.242 -5.971 -0.415 0.3088
H 2.223 -5.143 -1.190 0.2430
H 1.987 -3.569 -1.946 0.0926
H 1.558 -5.050 -2.810 0.4758
C 0.028 -2.444 -4.743 -0.4800
Si -0.148 -0.703 -5.540 0.6026
C 0.957 -0.707 -7.105 -1.2090
C -1.964 -0.515 -6.127 -1.2509
As 0.400 0.839 -3.793 0.3957
Si 2.694 1.350 -4.191 0.5897
C 2.969 2.451 -5.740 -1.1637
C 3.669 -0.268 -4.538 -1.3633
C 3.373 2.244 -2.648 -0.9321
Si -0.602 2.894 -4.406 0.2015
C -0.790 3.075 -6.305 -1.1734
C -2.351 2.993 -3.649 -0.3670
C 0.405 4.394 -3.782 -1.0926
H -0.303 -3.246 -5.399 0.5740
H -0.551 -2.499 -3.824 -0.5386
H 1.064 -2.642 -4.482 0.2900
H 0.665 -1.497 -7.789 0.3729
H 2.000 -0.860 -6.852 0.2784
H 0.880 0.232 -7.644 0.3077
H -2.016 -0.072 -7.116 0.4793
H -2.517 0.123 -5.444 0.0897
H -2.474 -1.472 -6.175 0.5293
H 2.562 1.984 -6.633 0.2591
H 4.027 2.622 -5.915 0.4084
H 2.494 3.420 -5.622 0.2304
H 4.105 -0.270 -5.532 0.4967
H 3.021 -1.136 -4.453 0.1356
H 4.480 -0.392 -3.829 0.5060
H 3.499 3.310 -2.813 0.5221
H 4.336 1.849 -2.338 0.5368
H 2.691 2.123 -1.808 -0.1776
H -1.494 2.354 -6.706 0.2842
H 0.162 2.926 -6.806 0.2714
H -1.146 4.066 -6.570 0.4056
H -3.014 2.265 -4.107 0.3520
H -2.796 3.977 -3.768 0.5567
H -2.312 2.772 -2.586 -0.5049
H 1.140 4.096 -3.039 -0.0331
H -0.238 5.138 -3.319 0.5331
H 0.936 4.892 -4.589 0.4571
N -0.404 1.306 -1.073 0.5839
C -0.453 2.435 -0.774 -0.3786
C -0.474 3.762 -0.452 1.0069
C 0.746 4.438 -0.347 -0.5174
N 1.748 5.000 -0.304 -0.7262
C -1.663 4.446 -0.216 -0.2308
N -2.640 5.024 -0.020 -0.8128
```

## Properties
**E_LUMO (spin up / spin down)**: -1.203 / -1.255 eV
**Multiplicity**: 2
**<S²>**: 0.7671
**F_max**: 3.0 eV/Å

# 3
This record from the OMol25 dataset describes a single Cl2H4Si3 molecule in a non-equilibrium geometry. The level of theory is ωB97M-V/def2-TZVPD.

```
9
Properties=species:S:1:pos:R:3:mulliken_charge:R:1
Si 1.139 1.322 0.764 0.4356
Si -1.300 -0.970 -0.695 0.4715
Si -1.044 0.627 0.881 0.0042
Cl 2.087 1.236 -1.103 -0.2519
Cl -0.073 -2.667 0.193 -0.3116
H 1.898 0.131 1.568 -0.0262
H 1.002 2.647 1.245 -0.1071
H -1.168 -0.642 -2.175 -0.0782
H -2.540 -1.683 -0.679 -0.1362
```

## Properties
**Energy above the lowest of the compared OMol25 structures with the same formula, charge and spin**: 105.2 kJ/mol
**E_LUMO**: -2.181 eV
**F_max**: 3.3 eV/Å

# 4
This record from the OMol25 dataset describes a single C8H10N4O3 molecule in a non-equilibrium geometry. The level of theory is ωB97M-V/def2-TZVPD.

```
25
Properties=species:S:1:pos:R:3:mulliken_charge:R:1
C 1.521 -1.750 0.555 -0.0458
C -1.221 0.758 -0.134 0.9019
C 2.291 0.980 -0.049 0.5730
C -0.854 -2.311 0.438 -0.6128
C 0.215 -1.155 0.751 0.8505
C 0.035 0.071 -0.051 -0.6598
C 3.252 1.785 -0.883 -1.1684
C -3.427 0.876 0.664 -0.7200
N 2.478 -2.331 0.327 -0.5212
N -1.180 -2.415 -0.908 0.2126
N -1.064 -1.732 -1.831 -0.3903
N 1.106 0.686 -0.695 -0.2116
O -1.405 1.770 -0.784 -0.6563
O 2.523 0.578 1.067 -0.5656
O -2.199 0.169 0.616 -0.2512
H -0.464 -3.266 0.794 0.4406
H -1.784 -2.071 0.962 0.3405
H 0.055 -0.960 1.816 0.2982
H 3.937 2.314 -0.226 0.3390
H 3.829 1.090 -1.491 0.2788
H 2.743 2.488 -1.535 0.3620
H -3.858 0.968 -0.334 0.3299
H -3.267 1.874 1.075 0.2908
H -4.080 0.297 1.314 0.2336
H 0.816 1.287 -1.458 0.3518
```

## Properties
**Energy above the lowest of the compared OMol25 structures with the same formula, charge and spin**: 199.9 kJ/mol
**E_LUMO (spin up / spin down)**: -1.162 / 0.241 eV
**F_max**: 2.4 eV/Å

Number 1: M 588.74 g/mol. Number 2: M 1169.28 g/mol. Number 3: M 159.20 g/mol. Number 4: M 210.19 g/mol.